*i*
{"formula": "C5H9NO2", "method": "the ωB97M-V functional and the def2-TZVPD basis", "elements": ["C", "C", "C", "C", "C", "O", "O", "N", "H", "H", "H", "H", "H", "H", "H", "H", "H"], "xyz": [[1.20687, 0.28844, -1.00357], [0.12337, 0.26634, 0.09154], [0.42303, 1.43821, 1.04865], [-1.28393, 0.46079, -0.43398], [-2.23344, -0.42864, -0.39684], [-3.07816, -1.24135, -0.33969], [0.21342, -0.94578, 0.88516], [0.17428, -2.14131, 0.03656], [1.17221, -0.58934, -1.65669], [2.20381, 0.28766, -0.54359], [1.12758, 1.17683, -1.63920], [-0.45811, 1.72222, 1.63635], [0.74303, 2.33141, 0.49690], [1.20965, 1.17693, 1.76459], [-1.57846, 1.46922, -0.70004], [-0.76842, -2.50181, 0.21570], [0.80329, -2.76981, 0.53814]], "homo_ev": -8.94, "multiplicity": 1, "smiles": "CC(C)(C=C=O)ON"}

*ii*
{"formula": "C5H9NO2", "method": "the ωB97M-V functional and the def2-TZVPD basis", "elements": ["C", "C", "O", "C", "O", "C", "C", "N", "H", "H", "H", "H", "H", "H", "H", "H", "H"], "xyz": [[1.80061, -0.83685, 0.31558], [0.94124, -1.12479, -0.83518], [1.24795, -1.78222, -1.83626], [-0.41979, -0.55169, -0.82991], [-1.27933, -1.22141, -1.66029], [-0.89494, 0.44692, -0.05044], [0.20060, 1.52539, 0.82552], [-2.16526, 0.53917, 0.36792], [1.55836, 0.36472, 0.57081], [1.35400, -1.14843, 1.25558], [2.80118, -1.23436, 0.17126], [-0.66866, -1.76919, -2.20462], [0.13663, 1.18921, 1.85789], [-0.41031, 2.42628, 0.78626], [1.13868, 1.97121, 0.48792], [-2.78859, -0.23459, 0.17830], [-2.55238, 1.44062, 0.59966]], "homo_ev": -7.72, "multiplicity": 1, "smiles": "CC(=O)/C(O)=C(\\C)N"}

Verdict on stability: *i* comes out at the bottom.

*i*
{"formula": "C5H9NO2", "method": "the ωB97M-V functional and the def2-TZVPD basis", "elements": ["C", "C", "C", "C", "C", "O", "O", "N", "H", "H", "H", "H", "H", "H", "H", "H", "H"], "xyz": [[-0.70321, -0.49119, 0.57016], [0.28459, -1.63126, 0.49068], [-0.16527, 0.30507, -1.09865], [0.04563, 1.79431, -0.93312], [1.44980, -0.70216, 0.72618], [-0.22888, 0.39441, 1.50072], [-2.00890, -0.81986, 0.73922], [1.16847, 0.23250, 1.59421], [-2.50285, -0.03506, 1.01424], [0.36151, -2.11608, -0.47676], [0.08809, -2.40170, 1.24197], [0.55511, -0.14399, -1.78055], [-1.12113, 0.09207, -1.58064], [2.47543, -1.02100, 0.66200], [0.98033, 1.99715, -0.41110], [0.08298, 2.29019, -1.90263], [-0.76170, 2.25659, -0.35593]], "homo_ev": -8.96, "multiplicity": 1}

*ii*
{"formula": "C5H9NO2", "method": "the ωB97M-V functional and the def2-TZVPD basis", "elements": ["C", "C", "C", "N", "H", "H", "H", "H", "H", "C", "O", "C", "O", "H", "H", "H", "H"], "xyz": [[0.65952, 2.12012, -0.47413], [1.12173, 1.16499, 0.61675], [1.28550, -0.29440, 0.01769], [2.00003, -0.99373, -0.57605], [0.77135, 3.15360, -0.14686], [1.21033, 1.95994, -1.39899], [-0.39288, 1.94793, -0.69746], [0.53076, 1.29269, 1.53387], [2.15369, 1.39007, 0.90594], [-0.70397, -2.43047, -0.29196], [-0.54366, -1.19360, 0.43123], [-1.66445, -0.16027, 0.45150], [-2.57257, -0.22776, -0.30313], [-1.36208, -3.07708, 0.28746], [-1.13475, -2.25515, -1.27781], [0.29068, -2.84309, -0.44462], [-1.64925, 0.44622, 1.36657]], "homo_ev": -10.05, "multiplicity": 1, "smiles": "CCC#N.COC=O"}

*iii*
{"formula": "C5H9NO2", "method": "the ωB97M-V functional and the def2-TZVPD basis", "elements": ["C", "C", "C", "C", "N", "O", "C", "O", "H", "H", "H", "H", "H", "H", "H", "H", "H"], "xyz": [[-0.69818, 0.17990, 0.57395], [1.29104, 0.22799, -1.13072], [-1.17774, 1.51506, 0.08201], [0.95258, -0.70876, -0.20792], [-1.62456, -0.81459, 0.55702], [0.68097, -2.00619, -0.52460], [2.19879, -0.62759, 1.02800], [1.92199, 0.03264, 1.98970], [0.94521, -2.17845, -1.43895], [-0.11255, 0.22289, 1.50531], [-1.31238, -1.72330, 0.87307], [-2.23172, -0.87149, -0.24895], [1.51563, 1.24499, -0.85474], [1.57439, -0.05273, -2.13950], [-1.96369, 1.86310, 0.75901], [-1.58518, 1.45125, -0.92657], [-0.37461, 2.24528, 0.10389]], "homo_ev": [-7.24, -7.23], "multiplicity": 1}

Verdict on stability: *iii* comes out at the bottom.

*i*
{"formula": "C5H9NO2", "method": "the ωB97M-V functional and the def2-TZVPD basis", "elements": ["C", "C", "C", "C", "N", "O", "C", "O", "H", "H", "H", "H", "H", "H", "H", "H", "H"], "xyz": [[2.10148, -0.33624, -0.83108], [1.21719, 0.79060, -0.30682], [-0.03693, 0.61022, 0.10371], [-1.22357, 1.28507, 0.44283], [-0.46353, -0.65846, 0.09636], [0.42194, -1.50065, 0.67443], [-1.83357, -1.04470, -0.23802], [-2.53223, -0.28548, -0.98315], [2.27695, -0.99858, 0.26545], [1.53414, -1.09013, -1.29183], [3.04349, 0.12974, -1.47661], [1.49345, 1.83375, 0.04616], [-0.94039, 2.39596, 0.56947], [-2.12964, 1.16744, -0.23366], [-1.45526, 1.28469, 1.46898], [0.56668, -1.36944, 1.70587], [-2.04018, -2.21381, -0.01209]], "homo_ev": -8.59, "multiplicity": 1, "smiles": "C/C=C(/C)N(O)C=O"}

*ii*
{"formula": "C5H9NO2", "method": "the ωB97M-V functional and the def2-TZVPD basis", "elements": ["C", "N", "C", "C", "O", "C", "C", "O", "H", "H", "H", "H", "H", "H", "H", "H", "H"], "xyz": [[0.23668, 1.78465, -1.50684], [-0.61214, 0.69818, -1.00298], [-0.11040, 0.12051, 0.26326], [-1.26603, 0.26766, 1.27897], [-1.22110, -0.23331, 2.37082], [0.33350, -1.33384, 0.04669], [0.87827, -1.92652, 1.30926], [2.05677, -2.13808, 1.46497], [1.28315, 1.76254, -1.19102], [0.05481, 1.80374, -2.58323], [-0.10787, 2.72134, -1.03548], [-0.87097, 0.07896, -1.75204], [0.72184, 0.77913, 0.51200], [-2.11742, 0.87030, 0.92306], [-0.50966, -1.86203, -0.40838], [1.08707, -1.17981, -0.77216], [0.16348, -2.21341, 2.08309]], "homo_ev": -9.22, "multiplicity": 1, "smiles": "CN[C@@H](C=O)CC=O"}

*iii*
{"formula": "C5H9NO2", "method": "the ωB97M-V functional and the def2-TZVPD basis", "elements": ["C", "C", "C", "C", "O", "C", "N", "O", "H", "H", "H", "H", "H", "H", "H", "H", "H"], "xyz": [[1.82655, -0.99225, -0.05057], [1.35008, 0.32509, 0.12197], [-0.12295, 0.28950, 0.14555], [-1.03930, 1.56600, 0.05452], [-0.54090, -0.41088, -1.07889], [-1.78586, -0.82510, -0.59556], [-1.81613, -1.17633, 0.66982], [-0.64858, -0.61274, 1.28188], [1.78431, -1.59627, -1.13918], [2.95226, -0.94729, 0.38950], [1.25868, -1.72115, 0.53144], [1.59389, 1.17653, -0.58909], [1.58289, 0.83727, 1.04776], [-2.21338, 1.18668, 0.04244], [-0.93469, 2.03616, 1.06881], [-0.70388, 2.40587, -0.66845], [-2.54298, -1.54109, -1.23198]], "homo_ev": -9.38, "multiplicity": 1, "smiles": "CC[C@@]1(C)OC=NO1"}

Verdict on stability: *i* comes out at the bottom.

*i*
{"formula": "C8H8N4O4", "method": "the ωB97M-V functional and the def2-TZVPD basis", "elements": ["O", "C", "C", "C", "N", "C", "O", "N", "H", "H", "H", "H", "O", "C", "C", "C", "N", "C", "O", "N", "H", "H", "H", "H"], "xyz": [[1.13704, -3.85943, -0.36834], [1.79887, -2.94729, -0.96920], [1.61501, -1.49683, -0.96947], [1.76028, -0.80810, -2.17516], [2.57595, -1.41215, -3.15050], [3.08619, -2.74503, -2.94340], [3.50047, -3.24519, -3.97382], [2.68233, -3.42595, -1.79520], [0.99577, -0.97588, -0.23820], [1.51937, 0.27037, -2.27918], [2.84092, -1.18554, -4.08464], [2.64678, -4.44375, -2.03702], [-2.18826, 0.28454, 0.17205], [-2.24468, 1.08020, 1.17438], [-1.15548, 1.17425, 2.17184], [-1.02925, 2.46149, 2.69858], [-2.01938, 3.45779, 2.84138], [-3.31978, 3.09852, 2.27891], [-4.13737, 3.90905, 2.32082], [-3.31871, 1.79671, 1.54240], [-0.22127, 0.54179, 1.99273], [-0.21735, 2.81433, 3.22487], [-2.17821, 4.06323, 3.53672], [-4.12923, 1.59289, 1.02941]], "homo_ev": -9.23, "multiplicity": 1, "smiles": "O=c1cc[nH]c(=O)[nH]1.O=c1cc[nH]c(=O)[nH]1"}

*ii*
{"formula": "C8H8N4O4", "method": "the ωB97M-V functional and the def2-TZVPD basis", "elements": ["O", "C", "C", "C", "N", "C", "O", "N", "H", "H", "H", "H", "O", "C", "C", "C", "N", "C", "O", "N", "H", "H", "H", "H"], "xyz": [[-2.49381, 0.93723, 0.64768], [-1.36967, 1.31296, 0.37506], [-0.91499, 1.75530, -0.93273], [0.39074, 2.07130, -1.10698], [1.29177, 1.99749, -0.07082], [0.98048, 1.51750, 1.19067], [1.82274, 1.30086, 2.04379], [-0.37136, 1.29064, 1.36077], [-1.61225, 1.81554, -1.76195], [0.82049, 2.37047, -2.04731], [2.27579, 2.11511, -0.28724], [-0.64082, 0.89670, 2.25277], [2.32022, -0.93316, -1.20366], [1.22881, -1.30493, -0.76915], [0.06440, -1.60300, -1.55362], [-1.09487, -1.89249, -0.92579], [-1.17300, -2.00762, 0.43411], [-0.13054, -1.70906, 1.28482], [-0.26797, -1.68356, 2.48328], [1.05675, -1.47471, 0.60104], [0.12051, -1.56462, -2.62248], [-2.02902, -2.03510, -1.45689], [-2.09907, -2.01458, 0.89277], [1.82466, -1.15829, 1.17186]], "homo_ev": -9.39, "multiplicity": 1, "smiles": "O=c1cc[nH]c(=O)[nH]1.O=c1cc[nH]c(=O)[nH]1"}

Verdict on stability: *i* comes out at the bottom.